a.
This record from OMol25 describes C20H7F11N4O6S3Sr as an isolated structure. The level of theory is ωB97M-V/def2-TZVPD.

XYZ file:
```
52
Properties=species:S:1:pos:R:3:lowdin_charge:R:1
C 1.679 -3.553 -0.143 -0.017
F 2.960 3.619 -2.284 0.084
H -3.692 1.313 -3.535 0.118
C -4.160 1.190 2.647 -0.674
C -1.216 -1.123 -1.967 -0.160
C 5.009 2.477 0.446 -0.146
Sr -0.588 0.531 1.035 1.375
F 0.168 2.456 4.700 0.149
C -2.660 0.653 -1.766 -0.117
N -1.798 -0.169 -1.206 -0.007
H 2.418 -4.144 0.378 0.116
S -2.557 1.857 3.261 0.575
H -2.694 -0.454 -4.945 0.114
C 2.876 1.428 0.546 -0.229
C 2.397 2.072 -0.587 -0.586
C 3.307 2.947 -1.184 -0.247
F 4.518 0.944 2.171 0.120
O -2.814 2.651 4.413 -0.228
N -1.860 0.474 3.522 -0.367
C 0.004 1.333 5.396 -0.690
C 4.583 3.149 -0.688 -0.144
C -3.000 0.595 -3.120 -0.009
O -2.323 -2.440 -5.810 0.087
F -4.939 2.201 2.285 0.161
F -3.913 0.428 1.558 0.100
O -2.028 2.517 2.078 -0.375
O -0.825 -1.154 5.079 -0.233
C 1.000 -2.531 0.531 -0.097
H 1.224 -2.321 1.572 0.118
C 0.419 -2.961 -2.092 -0.117
F -4.773 0.453 3.558 0.170
F 5.415 3.992 -1.301 0.123
C 1.387 -3.764 -1.464 0.018
C -0.219 -1.972 -1.336 -0.147
F -0.877 1.529 6.358 0.171
C -1.533 -1.291 -3.325 -0.052
F 1.163 0.972 5.919 0.170
H -3.101 1.410 -1.125 0.122
H 0.567 -3.894 -4.059 0.137
H 1.890 -4.534 -2.034 0.128
S -0.557 -0.018 4.265 0.606
N 0.087 -1.768 -0.037 0.024
O 0.528 -0.130 3.300 -0.403
C -2.441 -0.380 -3.900 0.031
S 0.801 1.783 -1.241 0.524
C 4.139 1.605 1.073 -0.149
F 2.051 0.569 1.214 -0.043
C -0.853 -2.344 -4.036 -0.064
O -0.303 -3.105 -6.136 0.100
C 0.080 -3.129 -3.470 0.077
N -1.183 -2.645 -5.444 -0.340
F 6.237 2.674 0.930 0.122
```

## Properties
Lowest unoccupied orbital energy (eV): -1.635
Orbital gap (eV): 6.111

b.
This record from OMol25 describes C20H7F11N4O6S3Sr as an isolated structure. The level of theory is ωB97M-V/def2-TZVPD.

XYZ file:
```
52
Properties=species:S:1:pos:R:3:lowdin_charge:R:1
C 2.135 -4.426 -0.827 -0.694
H -4.920 -3.947 1.437 0.110
C -2.471 -1.657 1.844 -0.139
C -1.170 5.601 -0.173 -0.149
N -4.691 -3.689 4.184 -0.336
C 0.349 3.377 -0.029 -0.248
F -1.928 6.699 -0.242 0.119
F 1.872 0.928 -2.374 0.126
C -3.936 -2.861 -0.099 -0.019
O 4.403 -1.159 -0.502 -0.217
C -0.061 0.234 4.704 -0.024
C -3.459 -2.565 2.229 -0.056
C -4.178 -3.204 1.198 0.017
C -1.632 -1.012 2.845 -0.140
F 2.280 4.693 0.284 0.114
F 0.748 6.946 0.127 0.115
H 0.591 0.754 5.392 0.115
H -3.033 -2.426 5.625 0.136
C -2.858 -2.212 4.580 0.069
C -1.743 4.350 -0.287 -0.245
O 2.502 0.220 0.396 -0.482
C -1.828 -1.289 4.187 -0.123
C 0.956 4.602 0.090 -0.152
C 3.135 0.534 -2.128 -0.689
C 0.186 5.735 0.014 -0.151
S 1.528 -2.805 -0.159 0.565
O -5.707 -3.793 3.526 0.086
F 3.623 -0.087 -3.178 0.186
O 2.146 -2.553 1.120 -0.266
C -3.617 -2.792 3.653 -0.059
F 1.648 -4.599 -2.040 0.176
C 0.055 0.449 3.326 -0.098
H -1.140 -0.868 6.185 0.127
F 1.168 2.310 0.080 -0.005
F -3.069 4.312 -0.467 0.081
N -2.240 -1.319 0.559 0.036
H -2.802 -1.558 -1.392 0.121
N -0.689 -0.147 2.416 0.056
O -4.552 -4.123 5.303 0.088
C -1.007 3.175 -0.232 -0.588
Sr 0.438 -0.444 -0.071 1.401
F 3.453 -4.398 -0.849 0.179
O 0.080 -2.902 -0.152 -0.360
F 1.696 -5.369 -0.016 0.178
N 1.958 -1.659 -1.262 -0.453
H -4.478 -3.330 -0.909 0.115
H 0.792 1.155 2.959 0.121
C -1.009 -0.650 5.131 0.010
C -2.971 -1.887 -0.372 -0.120
S 3.102 -0.601 -0.674 0.644
F 3.883 1.562 -1.794 0.191
S -1.687 1.579 -0.386 0.531
```

## Properties
Lowest unoccupied orbital energy (eV): -1.292
Orbital gap (eV): 5.962

Short version: b is the least stable of them.

a.
This record from OMol25 describes a 2-piece molecular cluster, C5H9ClSi overall. The level of theory is ωB97M-V/def2-TZVPD.

XYZ file:
```
16
Properties=species:S:1:pos:R:3:lowdin_charge:R:1
H -1.330 -1.746 -0.862 0.129
H 0.753 1.711 3.497 0.000
C 0.725 -1.969 -0.368 -0.343
H 1.109 -1.832 -1.362 0.111
Si 0.888 0.029 1.536 1.035
H 1.611 -2.304 1.609 0.073
H -1.534 0.454 0.853 0.051
Cl 0.121 -4.521 -1.824 -0.402
H 2.404 1.209 3.162 0.051
H 2.769 -1.472 0.530 0.118
C 1.631 -1.549 0.832 -0.252
C -0.544 -1.292 -0.235 -0.168
H 0.412 -3.068 -0.597 -0.100
C 1.407 1.474 2.718 -0.172
C -0.704 -0.203 0.560 -0.162
H 1.438 2.375 2.115 0.030
```

## Properties
Lowest unoccupied orbital energy (eV): -1.996
Orbital gap (eV): 5.288

b.
This record from OMol25 describes a 2-piece molecular cluster, C5H9ClSi overall. The level of theory is ωB97M-V/def2-TZVPD.

XYZ file:
```
16
Properties=species:S:1:pos:R:3:lowdin_charge:R:1
H 2.330 2.809 1.361 0.094
H 0.858 -2.144 0.359 0.039
H -0.096 -2.956 1.550 0.032
H -2.039 -2.122 -0.709 -0.102
Cl -3.224 -1.033 1.515 0.279
Si -1.627 -1.329 0.365 0.283
C -1.408 1.135 -1.022 -0.119
C 2.212 2.096 0.500 -0.114
C 0.894 1.701 -0.024 -0.097
C 0.010 -1.952 1.066 -0.284
H -1.618 0.606 -1.912 0.002
H 2.723 1.201 0.783 0.052
H 2.763 2.487 -0.310 0.052
H -2.240 1.852 -0.708 0.076
C -0.133 1.484 -0.615 -0.231
H 0.454 -1.139 1.722 0.039
```

## Properties
Lowest unoccupied orbital energy (spin up / spin down) (eV): 0.083 / 0.083
Orbital gap (spin up / spin down) (eV): 7.274 / 7.275

Short version: a is the least stable of them.

a.
This record from OMol25 describes one molecule with the formula C3H3FOS. The level of theory is ωB97M-V/def2-TZVPD.

XYZ file:
```
9
Properties=species:S:1:pos:R:3:lowdin_charge:R:1
F -1.544 -0.828 -0.420 0.033
H -0.628 -3.178 0.988 0.151
C 0.045 -2.283 0.468 0.124
H 0.975 -2.345 0.654 -0.032
H -1.607 1.693 -0.481 -0.001
O 1.884 0.190 0.172 -0.041
C 0.648 0.218 -0.115 -0.721
S -0.127 1.767 -0.080 0.822
C -0.342 -1.020 0.066 -0.335
```

## Properties
Lowest unoccupied orbital energy (eV): -0.443
SMILES: C=C(F)C(=O)S
Orbital gap (eV): 9.757

b.
This record from OMol25 describes one molecule with the formula C3H3FOS. The level of theory is ωB97M-V/def2-TZVPD.

XYZ file:
```
9
Properties=species:S:1:pos:R:3:lowdin_charge:R:1
F 0.067 2.061 -0.394 0.068
C -0.067 0.825 0.115 -0.336
C 0.205 -0.231 -0.950 -0.741
H -0.434 1.438 2.141 0.088
O 0.593 0.050 -2.041 0.047
C -0.317 0.611 1.420 0.093
H -0.455 -0.394 1.796 0.048
S -0.014 -1.929 -0.441 0.814
H 0.423 -2.430 -1.646 -0.081
```

## Properties
Lowest unoccupied orbital energy (eV): -0.057
SMILES: C=C(F)C(=O)S
Orbital gap (eV): 10.154

c.
This record from OMol25 describes one molecule with the formula C3H3FOS. The level of theory is ωB97M-V/def2-TZVPD.

XYZ file:
```
9
Properties=species:S:1:pos:R:3:lowdin_charge:R:1
O 0.665 0.120 1.102 -0.125
F -0.550 -0.307 -1.769 0.019
H -0.234 1.885 0.844 0.158
H -1.726 -0.270 -0.193 0.163
C 0.428 -1.007 0.342 -0.847
C 0.153 1.063 0.098 -0.047
H 1.107 1.217 -0.574 0.158
C -0.653 -0.203 -0.443 -0.291
S 0.809 -2.497 0.592 0.812
```

## Properties
Lowest unoccupied orbital energy (eV): -0.099
SMILES: F[C@@H]1COC1=S
Orbital gap (eV): 9.228

Short version: a is the least stable of them.

a.
This record from OMol25 describes C7H6NO6Sn as an isolated structure. The level of theory is ωB97M-V/def2-TZVPD.

XYZ file:
```
21
Properties=species:S:1:pos:R:3:lowdin_charge:R:1
H 1.650 -0.500 3.256 0.137
C -1.891 -0.881 -3.462 0.038
O -0.285 -3.928 -0.641 0.309
O 3.713 1.804 -3.320 0.059
H 1.730 1.297 3.352 0.124
C 2.777 1.177 -3.156 -0.025
O -3.846 -2.127 0.919 0.264
O -2.081 2.959 -1.000 0.239
H 0.191 0.380 3.673 0.131
C -1.706 1.882 -1.059 0.041
Sn -1.180 -0.643 -0.701 1.373
H 0.741 -2.112 -0.959 0.180
C 1.109 0.437 3.075 0.073
H 1.242 1.451 -0.091 0.117
N 1.187 1.528 0.919 0.258
O -2.254 -0.910 -4.541 0.199
C -0.274 -2.743 -0.685 -0.131
C 0.730 0.509 1.644 -0.459
C -3.262 -1.436 0.219 0.041
O -0.052 -0.384 1.185 -0.139
H 1.760 2.241 1.375 0.170
```

## Properties
Net charge: +3
Lowest unoccupied orbital energy (spin up / spin down) (eV): -16.363 / -15.774
Orbital gap (spin up / spin down) (eV): 5.289 / 5.879

b.
This record from OMol25 describes C7H6NO6Sn as an isolated structure. The level of theory is ωB97M-V/def2-TZVPD.

XYZ file:
```
21
Properties=species:S:1:pos:R:3:lowdin_charge:R:1
O 5.638 0.548 0.298 0.085
C -1.444 -0.970 -1.310 0.075
C 0.408 -2.119 1.282 0.036
O -1.627 1.328 2.393 0.235
H -4.781 -0.066 -0.142 0.128
Sn 0.614 -0.176 -0.186 1.382
O -2.467 -1.210 -1.775 0.278
C 0.376 2.082 -1.265 0.038
H -4.510 0.848 1.380 0.132
H -3.211 3.118 -1.317 0.155
O 0.590 -2.871 2.134 0.278
C -3.146 1.349 -0.231 -0.479
H -4.734 2.556 -0.703 0.160
N -3.736 2.416 -0.803 0.281
C 4.572 0.291 -0.019 -0.008
O -1.896 1.175 -0.330 -0.250
H 1.572 0.718 0.995 0.131
O 0.075 3.182 -1.398 0.242
H -3.365 -0.458 0.903 0.087
C -0.895 0.810 1.690 -0.015
C -4.003 0.360 0.523 0.030
```

## Properties
Net charge: +3
Lowest unoccupied orbital energy (spin up / spin down) (eV): -17.143 / -17.145
Orbital gap (spin up / spin down) (eV): 4.575 / 4.570

Short version: b is the least stable of them.

a.
This record from OMol25 describes an isolated ion of composition CH3O2S and charge -1. The level of theory is ωB97M-V/def2-TZVPD.

XYZ file:
```
7
Properties=species:S:1:pos:R:3:lowdin_charge:R:1
C 0.649 0.505 -0.071 -0.314
H 0.633 1.564 0.246 0.022
O -0.624 -1.952 -0.299 -0.629
S -0.709 -0.717 0.517 0.642
H 1.492 0.038 0.461 -0.007
H 0.789 0.337 -1.194 0.040
O -2.231 0.226 0.339 -0.754
```

## Properties
Net charge: -1
Lowest unoccupied orbital energy (eV): 4.355
Orbital gap (eV): 7.335

b.
This record from OMol25 describes a 2-piece molecular cluster, CH3O2S overall. The level of theory is ωB97M-V/def2-TZVPD.

XYZ file:
```
7
Properties=species:S:1:pos:R:3:lowdin_charge:R:1
O 1.252 -2.035 0.971 0.016
H -0.650 0.021 -0.089 -0.078
S -0.721 1.772 -1.106 -0.075
C 0.881 -0.926 0.677 -0.487
H -1.946 1.683 -1.630 -0.424
H 1.526 -0.061 0.393 0.125
O -0.341 -0.455 0.783 -0.078
```

## Properties
Net charge: -1
Lowest unoccupied orbital energy (eV): 4.183
Orbital gap (eV): 7.614

Short version: a is the least stable of them.

a.
This record from OMol25 describes a 2-piece molecular cluster, C2H4S3 overall. The level of theory is ωB97M-V/def2-TZVPD.

XYZ file:
```
9
Properties=species:S:1:pos:R:3:lowdin_charge:R:1
C 0.911 1.306 -0.628 -0.384
H 0.015 1.399 -1.185 0.007
S -1.842 -2.852 -0.790 0.716
H 1.858 1.112 -1.302 0.073
S -2.661 -1.165 1.553 0.734
S 0.648 -0.008 0.707 0.662
H 1.728 0.175 1.174 -0.277
C -2.015 -1.964 0.446 -1.512
H 1.358 1.997 0.025 -0.021
```

## Properties
Lowest unoccupied orbital energy (eV): -0.047
Orbital gap (eV): 8.875

b.
This record from OMol25 describes one molecule with the formula C2H4S3. The level of theory is ωB97M-V/def2-TZVPD.

XYZ file:
```
9
Properties=species:S:1:pos:R:3:lowdin_charge:R:1
S 0.726 1.328 2.078 0.760
H 0.170 2.111 1.202 -0.164
C 0.460 -0.670 -0.102 -0.230
H -0.363 -1.461 -0.340 0.126
S 1.058 -1.628 2.272 0.396
H 0.347 0.167 -0.823 0.084
S 1.619 -3.481 1.513 -0.003
H 1.303 -1.215 -0.443 0.036
C 0.570 -0.331 1.322 -1.006
```

## Properties
Lowest unoccupied orbital energy (eV): -1.080
Orbital gap (eV): 7.181

c.
This record from OMol25 describes one molecule with the formula C2H4S3. The level of theory is ωB97M-V/def2-TZVPD.

XYZ file:
```
9
Properties=species:S:1:pos:R:3:lowdin_charge:R:1
H 1.612 1.486 0.018 -0.110
H 0.187 -0.862 -0.673 0.094
S 1.790 1.115 1.292 0.781
H -1.122 -1.042 0.498 0.064
H -0.759 0.547 -0.194 0.081
C -0.324 -0.383 0.164 -0.171
S -0.562 -2.684 3.237 -0.030
S 0.635 -1.129 2.746 0.327
C 0.610 -0.149 1.289 -1.037
```

## Properties
Lowest unoccupied orbital energy (spin up / spin down) (eV): -0.924 / -0.924
Orbital gap (spin up / spin down) (eV): 7.012 / 7.011

Short version: b is the least stable of them.